# 1
207
Properties=species:S:1:pos:R:3 method="wB97M-V/def2-TZVPD" charge=0 e_lumo_ev=0.65 homo_energy_ha=-0.3179 smiles=COC[C@H](C)N.COC[C@H](C)N.COC[C@H](C)N.COCCNCCOC.COCCNCCOC.COCCNCCOC.COCCNCCOC.COCCNCCOC.CCO.CCO.CCO.CCO
C 10.487 -12.956 32.623
O 10.025 -12.702 31.295
C 9.770 -11.348 31.013
C 11.104 -10.550 30.700
C 10.737 -9.182 30.187
N 11.894 -11.165 29.677
H 10.980 -13.898 32.752
H 9.621 -12.922 33.241
H 11.107 -12.113 33.053
H 9.094 -11.325 30.124
H 9.228 -10.821 31.847
H 11.663 -10.435 31.648
H 10.028 -8.717 30.823
H 10.191 -9.269 29.245
H 11.642 -8.627 30.184
H 12.104 -12.133 29.776
H 11.402 -11.085 28.808
C 13.811 -9.273 22.521
O 14.859 -9.646 21.697
C 15.867 -8.694 21.754
C 17.053 -9.324 21.098
C 17.529 -10.497 21.833
N 18.115 -8.383 20.871
H 13.757 -8.160 22.577
H 14.015 -9.651 23.559
H 12.880 -9.626 22.074
H 15.540 -7.761 21.288
H 16.048 -8.392 22.876
H 16.762 -9.503 20.059
H 16.812 -11.321 21.870
H 17.853 -10.188 22.830
H 18.363 -10.872 21.340
H 17.876 -7.603 20.257
H 18.502 -7.997 21.701
C 6.912 -14.617 30.154
O 7.382 -14.593 28.811
C 8.839 -14.760 28.843
C 9.368 -14.850 27.397
C 10.843 -14.927 27.287
N 8.769 -13.792 26.622
H 5.836 -14.283 30.132
H 7.638 -13.977 30.666
H 7.016 -15.651 30.530
H 9.235 -13.865 29.325
H 9.166 -15.592 29.524
H 9.057 -15.828 27.020
H 11.145 -15.348 26.313
H 11.298 -15.585 28.043
H 11.390 -13.953 27.358
H 8.711 -14.038 25.631
H 7.801 -13.723 26.935
C 6.716 -12.218 22.683
O 7.576 -12.498 21.646
C 8.820 -11.653 21.676
C 9.627 -11.931 20.406
N 10.838 -11.210 20.377
C 11.780 -11.703 19.397
C 12.986 -10.788 19.238
O 12.525 -9.508 18.821
C 13.520 -8.544 18.589
H 6.983 -12.684 23.666
H 5.672 -12.457 22.439
H 6.800 -11.184 22.964
H 9.500 -11.957 22.485
H 8.569 -10.597 21.752
H 9.008 -11.759 19.539
H 9.941 -12.987 20.383
H 10.713 -10.215 20.237
H 11.316 -11.778 18.411
H 12.205 -12.677 19.670
H 13.619 -11.275 18.437
H 13.515 -10.695 20.178
H 14.193 -8.770 17.803
H 14.106 -8.322 19.493
H 12.982 -7.630 18.280
C 17.106 -14.174 24.271
O 17.914 -13.724 25.328
C 18.729 -14.646 25.964
C 19.082 -14.173 27.397
N 19.786 -15.342 28.113
C 21.188 -15.489 27.745
C 21.683 -16.742 28.491
O 21.683 -16.758 29.892
C 22.704 -16.059 30.486
H 16.370 -13.365 24.041
H 16.516 -15.011 24.627
H 17.630 -14.404 23.395
H 19.572 -14.876 25.356
H 18.244 -15.653 26.009
H 18.106 -14.028 27.939
H 19.631 -13.246 27.346
H 19.663 -15.201 29.064
H 21.750 -14.547 27.938
H 21.317 -15.644 26.654
H 22.640 -17.100 28.100
H 20.936 -17.527 28.136
H 23.731 -16.491 30.329
H 22.405 -16.006 31.545
H 22.739 -14.963 30.208
C 5.845 -14.958 20.559
O 6.385 -15.442 21.849
C 7.816 -15.650 21.804
C 8.300 -15.749 23.201
N 9.681 -15.895 23.483
C 10.482 -14.939 22.834
C 11.978 -15.382 22.939
O 12.856 -14.543 22.211
C 13.061 -13.228 22.675
H 4.775 -14.791 20.656
H 6.103 -15.645 19.767
H 6.236 -13.936 20.410
H 8.233 -14.752 21.274
H 8.062 -16.550 21.247
H 7.717 -16.573 23.643
H 7.901 -14.922 23.811
H 10.009 -16.871 23.377
H 10.296 -14.027 23.374
H 10.314 -14.807 21.755
H 12.082 -16.329 22.420
H 12.284 -15.578 24.005
H 13.105 -13.238 23.770
H 12.293 -12.544 22.365
H 14.069 -12.886 22.323
C 14.232 -12.977 28.423
O 14.934 -14.230 28.313
C 15.983 -14.387 29.207
C 16.566 -15.740 28.904
N 15.535 -16.756 29.218
C 16.041 -18.075 28.801
C 14.808 -18.922 28.585
O 14.084 -18.316 27.546
C 12.952 -19.028 27.094
H 14.881 -12.106 28.307
H 13.837 -12.862 29.439
H 13.433 -12.919 27.690
H 15.642 -14.320 30.272
H 16.737 -13.620 28.981
H 17.471 -15.914 29.519
H 16.847 -15.752 27.824
H 14.695 -16.566 28.678
H 16.621 -18.598 29.610
H 16.608 -18.071 27.874
H 14.202 -19.016 29.473
H 15.039 -19.922 28.274
H 12.230 -19.148 27.948
H 13.161 -19.990 26.499
H 12.437 -18.289 26.437
C 19.180 -1.307 22.680
O 18.659 -2.052 23.797
C 17.517 -2.827 23.293
C 16.893 -3.719 24.350
N 17.680 -4.882 24.630
C 16.905 -5.861 25.355
C 17.446 -7.228 25.112
O 16.704 -8.200 25.820
C 17.318 -9.488 25.924
H 19.694 -1.983 21.966
H 19.962 -0.652 23.113
H 18.380 -0.675 22.149
H 17.908 -3.489 22.511
H 16.716 -2.167 22.960
H 15.910 -3.961 23.979
H 16.859 -3.132 25.293
H 18.485 -4.606 25.226
H 15.815 -5.782 25.088
H 16.884 -5.585 26.413
H 18.523 -7.296 25.437
H 17.507 -7.405 24.042
H 18.357 -9.427 26.335
H 17.305 -9.987 24.940
H 16.739 -10.125 26.608
C 16.145 -10.190 31.317
C 14.823 -9.574 31.061
O 14.462 -9.841 29.726
H 16.561 -9.932 32.296
H 16.849 -9.805 30.609
H 16.134 -11.277 31.182
H 14.778 -8.483 31.101
H 14.055 -10.009 31.752
H 13.549 -10.095 29.585
C 13.051 -10.741 26.236
C 11.848 -11.539 25.743
O 10.761 -11.332 26.702
H 12.827 -9.692 26.155
H 13.935 -10.957 25.621
H 13.433 -10.969 27.200
H 12.119 -12.582 25.609
H 11.548 -11.146 24.774
H 10.121 -12.022 26.607
C 9.341 -7.024 24.519
C 10.541 -7.670 23.835
O 11.528 -8.199 24.689
H 9.730 -6.087 25.003
H 8.894 -7.560 25.319
H 8.489 -6.826 23.809
H 10.934 -6.895 23.150
H 10.157 -8.530 23.237
H 12.280 -7.584 24.604
C 14.181 -6.569 28.032
C 13.336 -7.432 27.145
O 14.020 -7.587 25.868
H 13.703 -6.598 28.998
H 14.379 -5.509 27.699
H 15.119 -7.102 28.152
H 12.398 -7.052 26.838
H 13.241 -8.402 27.674
H 14.895 -8.000 26.011

***

# 2
83
Properties=species:S:1:pos:R:3 method="wB97M-V/def2-TZVPD" charge=0 e_lumo_ev=-0.04 homo_energy_ha=-0.2105
Rb -0.648 1.326 0.162
C -2.248 -0.888 2.438
C -2.980 -1.017 1.111
O -2.114 -0.922 -0.014
C -1.497 -2.120 -0.477
C 0.006 -1.940 -0.701
O 0.297 -0.681 -1.320
C 1.701 -0.382 -1.361
C 2.342 -0.064 -0.008
O 2.028 1.281 0.409
C 2.097 1.443 1.827
C 1.839 2.893 2.195
O 0.513 3.280 1.839
C -0.185 4.057 2.786
C -1.591 4.282 2.261
O -2.314 3.095 1.981
C -2.887 2.422 3.095
C -2.053 1.257 3.610
O -1.655 0.405 2.563
H -1.449 -1.632 2.499
H -2.963 -1.068 3.248
H -3.700 -0.201 1.009
H -3.532 -1.963 1.091
H -2.000 -2.420 -1.402
H -1.608 -2.919 0.261
H 0.501 -2.024 0.270
H 0.378 -2.746 -1.344
H 1.808 0.479 -2.024
H 2.234 -1.228 -1.807
H 2.013 -0.779 0.756
H 3.428 -0.158 -0.107
H 3.091 1.154 2.183
H 1.359 0.803 2.331
H 2.558 3.542 1.687
H 1.983 2.988 3.276
H 0.295 5.034 2.928
H -0.199 3.551 3.758
H -1.534 4.817 1.312
H -2.142 4.908 2.972
H -3.855 2.050 2.753
H -3.068 3.128 3.915
H -2.634 0.713 4.362
H -1.145 1.616 4.101
N -2.193 -0.109 -3.198
C -2.784 0.903 -3.904
C -3.737 0.675 -4.873
C -4.343 1.739 -5.566
C -4.008 3.039 -5.316
C -3.029 3.315 -4.332
C -2.606 4.630 -4.027
C -1.643 4.834 -3.084
C -1.106 3.710 -2.423
N -1.483 2.480 -2.657
C -2.424 2.261 -3.614
H -1.345 0.080 -2.684
H -2.263 -1.036 -3.580
H -4.021 -0.344 -5.106
H -5.087 1.509 -6.318
H -4.466 3.855 -5.859
H -3.051 5.462 -4.559
H -1.290 5.826 -2.836
H -0.335 3.854 -1.669
C 5.451 -5.006 -1.024
C 4.374 -4.426 -0.146
C 3.079 -4.920 -0.165
C 2.078 -4.418 0.665
C 0.712 -5.050 0.583
C 2.361 -3.365 1.559
Se 1.010 -2.624 2.693
C 3.680 -2.860 1.583
C 4.073 -1.751 2.520
C 4.649 -3.392 0.740
H 5.024 -5.600 -1.833
H 6.120 -5.658 -0.458
H 6.066 -4.223 -1.471
H 2.834 -5.736 -0.840
H 0.792 -6.082 0.235
H 0.062 -4.522 -0.119
H 0.217 -5.028 1.552
H 3.289 -0.998 2.588
H 5.009 -1.288 2.199
H 4.207 -2.127 3.538
H 5.656 -2.983 0.778

***

# 3
15
Properties=species:S:1:pos:R:3 method="wB97M-V/def2-TZVPD" charge=0 de_lowest_kcal_mol=75.7 e_lumo_ev=0.61 homo_energy_ha=-0.3151 smiles=Cn1nccc1NS
C 1.089 -1.617 -0.247
N 0.940 -0.207 0.012
N 1.945 0.595 0.146
C 1.410 1.824 0.214
C -0.022 1.773 0.111
C -0.233 0.403 0.011
N -1.596 -0.489 0.008
S -3.095 0.305 0.130
H 1.404 -2.165 0.598
H 0.065 -1.928 -0.625
H 1.897 -1.621 -1.026
H 2.134 2.571 0.085
H -0.799 2.480 -0.134
H -1.483 -1.044 0.815
H -3.655 -0.882 -0.097

***

# 4
143
Properties=species:S:1:pos:R:3 method="wB97M-V/def2-TZVPD" charge=0 e_lumo_ev=0.52 homo_energy_ha=-0.2989 smiles=COCCNCCOC.COCCNCCOC.COCCNCCOC.COCCNCCOC.OCCO.OCCO.CCO.CCO.CCO
C 6.789 0.906 2.799
O 6.341 0.323 1.609
C 5.033 0.633 1.208
C 4.786 2.152 0.982
N 4.273 2.747 2.187
C 3.992 4.166 2.077
C 5.174 5.131 2.264
O 6.021 5.033 1.134
C 7.295 5.736 1.198
H 7.638 0.354 3.068
H 6.082 0.900 3.626
H 7.087 1.943 2.619
H 4.284 0.208 1.887
H 4.856 0.095 0.267
H 4.072 2.284 0.163
H 5.716 2.623 0.764
H 3.443 2.175 2.376
H 3.334 4.416 2.889
H 3.426 4.443 1.182
H 5.602 4.882 3.236
H 4.744 6.198 2.321
H 8.044 5.232 1.824
H 7.074 6.754 1.525
H 7.555 5.707 0.127
C -3.071 4.805 -3.239
O -3.307 3.601 -2.572
C -3.510 3.847 -1.171
C -3.549 2.494 -0.518
N -3.808 2.609 0.920
C -5.112 2.345 1.464
C -5.141 2.842 2.918
O -4.089 2.181 3.641
C -3.584 2.939 4.722
H -3.125 4.681 -4.330
H -2.122 5.309 -2.998
H -3.858 5.473 -2.934
H -4.465 4.393 -1.085
H -2.630 4.392 -0.830
H -2.630 1.993 -0.783
H -4.386 1.996 -0.993
H -3.046 2.382 1.572
H -5.405 1.276 1.359
H -5.825 2.966 0.850
H -6.071 2.561 3.385
H -4.976 3.921 2.914
H -2.735 2.453 5.180
H -4.292 3.066 5.563
H -3.283 3.910 4.301
C -1.864 -4.435 0.335
O -0.638 -4.584 1.103
C 0.569 -4.416 0.392
C 0.715 -5.479 -0.662
N 2.131 -5.762 -0.912
C 2.279 -6.949 -1.725
C 2.041 -6.792 -3.205
O 0.705 -6.485 -3.616
C -0.234 -7.425 -3.223
H -1.930 -5.046 -0.569
H -1.992 -3.347 0.080
H -2.594 -4.771 1.059
H 1.312 -4.548 1.178
H 0.698 -3.370 -0.008
H 0.102 -5.307 -1.563
H 0.295 -6.399 -0.254
H 2.657 -4.965 -1.307
H 1.758 -7.812 -1.305
H 3.356 -7.220 -1.638
H 2.353 -7.735 -3.692
H 2.653 -5.950 -3.555
H -0.302 -7.608 -2.149
H 0.020 -8.428 -3.643
H -1.210 -7.236 -3.697
C 2.390 -2.916 -4.855
O 2.338 -1.768 -3.952
C 1.755 -0.686 -4.671
C 1.408 0.474 -3.764
N 0.543 0.136 -2.634
C -0.776 -0.333 -2.920
C -1.659 0.695 -3.615
O -1.490 0.857 -5.025
C -1.967 2.038 -5.543
H 1.791 -2.730 -5.763
H 2.059 -3.809 -4.336
H 3.447 -3.152 -5.180
H 0.824 -0.987 -5.097
H 2.444 -0.333 -5.463
H 0.867 1.156 -4.432
H 2.301 0.947 -3.400
H 1.099 -0.460 -1.976
H -1.293 -0.636 -2.020
H -0.895 -1.205 -3.587
H -1.481 1.716 -3.174
H -2.712 0.386 -3.421
H -1.324 2.897 -5.247
H -3.029 2.178 -5.365
H -1.856 1.881 -6.648
O 0.389 -0.714 6.951
C 0.216 0.211 5.894
C 1.388 0.244 4.898
O 1.355 1.214 3.844
H 0.811 -1.518 6.684
H -0.760 0.015 5.390
H 0.138 1.159 6.440
H 1.524 -0.761 4.477
H 2.288 0.408 5.507
H 0.619 1.002 3.238
O -3.424 -0.965 -0.316
C -4.729 -1.303 -0.784
C -4.670 -2.581 -1.603
O -3.576 -2.524 -2.546
H -3.435 -0.723 0.636
H -5.424 -1.475 0.043
H -5.067 -0.488 -1.431
H -5.595 -2.738 -2.145
H -4.456 -3.461 -0.962
H -2.879 -2.184 -1.983
C 0.633 4.071 -1.650
C 0.441 3.167 -0.422
O 1.309 2.061 -0.465
H 0.430 3.556 -2.578
H 1.635 4.426 -1.729
H -0.067 4.944 -1.647
H -0.632 2.880 -0.363
H 0.752 3.694 0.494
H 1.043 1.546 -1.257
C -2.894 -2.675 3.531
C -3.805 -1.469 3.386
O -3.266 -0.509 2.524
H -3.382 -3.480 4.089
H -1.965 -2.533 4.105
H -2.649 -3.199 2.587
H -4.025 -0.981 4.361
H -4.775 -1.790 2.980
H -3.470 0.376 2.799
C 1.371 -0.618 1.258
C -0.100 -0.523 0.906
O -0.759 0.212 1.947
H 1.624 -1.319 2.050
H 1.805 0.334 1.578
H 1.938 -0.898 0.346
H -0.490 -1.526 0.765
H -0.181 -0.042 -0.082
H -1.536 -0.281 2.259

***

# 5
6
Properties=species:S:1:pos:R:3 method="wB97M-V/def2-TZVPD" charge=0 de_lowest_kcal_mol=2.4 e_lumo_ev=-0.16 homo_energy_ha=-0.3324 smiles="BrC1=P[SiH2]1"
Br 2.595 0.852 -0.001
C 0.898 0.085 -0.009
P 0.527 -1.587 -0.003
Si -1.008 0.017 0.009
H -1.690 0.452 1.289
H -1.322 0.181 -1.285

***

# 6
17
Properties=species:S:1:pos:R:3 method="wB97M-V/def2-TZVPD" charge=0 de_lowest_kcal_mol=51.4 e_lumo_ev=0.79 homo_energy_ha=-0.3454 smiles="NCC[C@@H](N)C=O"
N 2.015 -0.896 0.144
C 1.002 -0.914 -0.924
C -0.384 -0.850 -0.378
C -0.703 0.419 0.403
N -0.036 1.684 -0.040
C -2.186 0.662 0.716
O -2.575 1.000 1.795
H 2.375 0.047 0.183
H 2.802 -1.530 0.110
H 1.196 -1.806 -1.536
H 1.247 -0.149 -1.668
H -0.605 -1.640 0.341
H -1.107 -0.960 -1.195
H -0.375 0.328 1.447
H -0.588 2.483 0.233
H 0.852 1.687 0.452
H -2.930 0.436 -0.082

***

no.,frontier orbital gap (eV)
1,9.3
2,5.7
3,9.2
4,8.7
5,8.9
6,10.2